Density functional theory data (ωB97M-V/def2-TZVPD) for C32H31AsBiF3IOSTe as an isolated structure.

Summary:
E_HOMO: -10.8 eV
LUMO level: -2.92 eV
Relative energy (zero: lowest compared OMol25 entry of this formula, charge and spin): 11.4 kJ/mol
Orbital gap: 7.8976 eV

Structure (ORCA input):
```
! wB97M-V def2-TZVPD RIJCOSX def2/J DEFGRID3
* xyz 1 1
Bi -0.73549 -1.19232 1.82468
I -3.10506 -2.78078 1.95723
O 1.02185 0.71214 1.67683
S 2.19108 1.44119 1.05218
C 1.46875 2.88436 0.28666
C 2.31301 3.86340 -0.21839
C 1.75652 4.98426 -0.81215
C 0.37474 5.12027 -0.88416
C -0.45515 4.13743 -0.36453
C 0.09098 3.00617 0.22881
C 2.65790 0.55632 -0.42607
C 3.96759 0.11048 -0.51879
C 4.37157 -0.56918 -1.66263
C 3.46436 -0.80105 -2.68509
C 2.14730 -0.36055 -2.57518
C 1.74012 0.32625 -1.44536
H 3.38897 3.75170 -0.15245
H 2.39938 5.75655 -1.21203
H -0.05464 6.00195 -1.34083
H -1.53038 4.25025 -0.41752
H -0.53634 2.21955 0.62931
H 4.66673 0.30026 0.28656
H 5.39340 -0.91188 -1.75278
H 3.78301 -1.32333 -3.57767
H 1.44444 -0.53516 -3.38022
H 0.72438 0.68562 -1.35186
C -0.86264 -3.32076 -1.65664
As 0.17318 -3.30395 -0.02392
C 2.00476 -3.27104 -0.65912
C -0.00920 -5.11500 0.63696
H -0.56871 -4.16892 -2.27398
H -0.69006 -2.38824 -2.19100
H -1.91812 -3.39275 -1.39925
H 2.14977 -4.05059 -1.40642
H 2.67839 -3.44387 0.17874
H 2.22158 -2.29884 -1.09849
H 0.27592 -5.81983 -0.14314
H -1.04282 -5.28286 0.93170
H 0.63484 -5.25061 1.50414
C -2.56941 -0.20139 5.02003
Te -2.19599 1.19393 3.43914
C -0.31008 1.36911 4.44200
C -0.08654 -0.00443 5.02111
C 1.18578 -0.51376 5.24737
C 1.34167 -1.80029 5.74630
C 0.22657 -2.57930 6.02170
C -1.04775 -2.07381 5.80193
C -1.20993 -0.78791 5.30239
H -3.29251 -0.94474 4.69523
H -2.97130 0.35654 5.86548
H -0.40726 2.13787 5.20800
H 0.45516 1.65467 3.72533
H 2.05488 0.09346 5.02459
H 2.33466 -2.19529 5.91591
H 0.34721 -3.58435 6.40353
H -1.91797 -2.68563 6.00388
F -3.87280 1.29399 -6.99236
C -3.04244 2.09752 -6.31655
F -3.60696 3.31510 -6.26377
F -1.91796 2.22107 -7.04658
C -2.73585 1.57704 -4.93735
C -3.20843 0.34334 -4.51888
C -2.89593 -0.11590 -3.24967
C -2.11017 0.65976 -2.39783
C -1.64690 1.90683 -2.82669
C -1.95802 2.36075 -4.09402
C -1.75621 0.16135 -1.10018
C -1.44319 -0.29868 -0.02653
H -3.82101 -0.25382 -5.17914
H -3.26514 -1.07344 -2.90786
H -1.04892 2.51710 -2.16144
H -1.60314 3.32666 -4.42919
*
```

=====

Density functional theory data (ωB97M-V/def2-TZVPD) for C32H31Br3N6O2 as an isolated structure in a non-equilibrium geometry.

Summary:
E_HOMO: -9.6 eV
LUMO level: -0.37 eV
Relative energy (zero: lowest compared OMol25 entry of this formula, charge and spin): 97.8 kJ/mol
Orbital gap: 9.2014 eV

Structure (ORCA input):
```
! wB97M-V def2-TZVPD RIJCOSX def2/J DEFGRID3
* xyz 0 1
C -1.31987 -0.44080 -0.04629
Br -1.33431 -1.55803 1.65057
Br 0.13423 -0.67193 -1.29481
Br -1.07591 1.42691 0.55662
H -2.28310 -0.52075 -0.55017
C 1.45814 6.14785 8.43810
C 0.31593 6.42722 9.23424
C -0.93102 6.71256 8.70365
C -0.98875 6.82006 7.28341
C 0.16194 6.58482 6.42043
C 1.35727 6.35496 7.08230
N -2.21981 7.20982 6.57328
O -2.54947 6.60038 5.59392
O -2.87444 8.07191 7.13003
H 2.44893 5.94205 8.81544
H 0.47219 6.35259 10.30026
H -1.74653 6.96095 9.36670
H 0.04172 6.46997 5.35330
H 2.27942 6.43555 6.52594
N -1.49633 4.96041 -8.53131
C -0.95466 4.36217 -7.47213
C 0.40581 4.19331 -7.37735
C 1.24471 4.53445 -8.46705
C 0.67739 5.09392 -9.60973
C -0.70312 5.35023 -9.55153
H -1.65477 4.23925 -6.65902
H 0.70805 3.61735 -6.51518
H 2.31087 4.36370 -8.44362
H 1.30941 5.39465 -10.43224
H -1.13431 5.74488 -10.45967
N 4.86818 3.36041 0.06209
C 5.72324 2.32165 0.11310
C 6.67475 2.09843 -0.87145
C 6.86029 2.96722 -1.87127
C 6.00790 4.01290 -2.01812
C 5.00875 4.21177 -0.99878
H 5.64619 1.67116 0.97178
H 7.36927 1.27159 -0.85197
H 7.61680 2.85788 -2.63424
H 6.07998 4.71199 -2.83815
H 4.25936 4.97108 -1.16685
N -6.56214 -2.89668 -4.56251
C -6.25901 -2.27597 -5.76164
C -6.57928 -2.79723 -6.97633
C -7.21774 -3.99328 -7.00574
C -7.44863 -4.75022 -5.85692
C -7.16893 -4.11246 -4.59352
H -5.82169 -1.28864 -5.74265
H -6.48491 -2.20754 -7.87620
H -7.48537 -4.45301 -7.94564
H -7.99780 -5.67601 -5.76902
H -7.66131 -4.54653 -3.73589
N 0.63782 -10.18443 -3.95366
C -0.67651 -10.36374 -4.17338
C -1.62403 -9.35132 -4.05206
C -1.24393 -8.12823 -3.49227
C 0.09257 -7.95762 -3.27787
C 0.97188 -8.93269 -3.61880
H -0.96522 -11.22249 -4.76126
H -2.57887 -9.57909 -4.50240
H -1.92331 -7.33210 -3.22571
H 0.33037 -7.05716 -2.73105
H 2.00120 -8.75151 -3.34664
N 2.62932 -4.53952 10.75092
C 1.61214 -4.97444 9.83011
C 1.13479 -4.09682 8.86426
C 1.78192 -2.84982 8.76228
C 2.88577 -2.55200 9.55519
C 3.32218 -3.46082 10.47432
H 1.06816 -5.87135 10.08710
H 0.20014 -4.25597 8.34707
H 1.32131 -2.24865 7.99231
H 3.43408 -1.62178 9.57641
H 4.10068 -3.30741 11.20697
*
```

=====

Density functional theory data (ωB97M-V/def2-TZVPD) for a 2-piece molecular cluster, C32H31N2O overall in a non-equilibrium geometry.

Summary:
E_HOMO: -11.1 eV
LUMO level: -6.05 eV
Relative energy (zero: lowest compared OMol25 entry of this formula, charge and spin): 21.4 kJ/mol
Orbital gap: 5.0158 eV

Structure (ORCA input):
```
! wB97M-V def2-TZVPD RIJCOSX def2/J DEFGRID3
* xyz 1 1
C -2.29986 0.36245 -3.72697
N -1.53058 -0.52141 -2.87777
C -0.27850 -0.17292 -2.23996
C 0.90164 -0.34526 -3.20483
C -0.20831 1.22405 -1.66680
N -0.24879 -1.18479 -1.17818
C -0.68482 -2.41177 -1.80538
C -1.14210 -3.56901 -0.90719
C -0.01952 -4.34798 -0.24950
C 0.52225 -5.47914 -0.87693
C 1.62799 -6.13695 -0.32352
C 2.17687 -5.67870 0.88418
C 1.58351 -4.60130 1.55886
C 0.47863 -3.95045 0.99621
C -1.80914 -1.86468 -2.71137
O -2.79836 -2.46301 -3.11622
H -3.10005 -0.19058 -4.22638
H -2.75258 1.16783 -3.13434
H -1.66016 0.83346 -4.48566
H 0.87105 -1.29149 -3.75953
H 0.90626 0.47456 -3.93128
H 1.83602 -0.30964 -2.63158
H -0.97006 1.37040 -0.89920
H 0.77487 1.35320 -1.20107
H -0.33159 1.98661 -2.44335
H 0.62998 -1.27449 -0.67502
H 0.11558 -2.81702 -2.47001
H -1.83210 -3.18021 -0.14605
H -1.69605 -4.24515 -1.57514
H 0.06447 -5.83695 -1.80234
H 2.05513 -7.00150 -0.83596
H 3.05970 -6.16771 1.30201
H 1.97332 -4.26580 2.52468
H -0.01974 -3.13104 1.52258
C 0.29212 1.99680 1.36461
C 1.39446 1.33068 2.00919
C 1.41363 -0.07502 2.10606
C 2.38748 -0.70729 2.87088
C 3.37556 0.04953 3.52331
C 3.40694 1.44372 3.37699
C 2.42081 2.07913 2.63197
C 0.42940 3.30009 0.73690
C -0.88440 3.81982 0.47971
C -1.04245 5.08015 -0.08449
C 0.09579 5.88251 -0.27199
C 1.38155 5.37030 -0.02925
C 1.55521 4.05212 0.40978
C -1.85086 2.83661 0.96600
C -1.11514 1.73132 1.53914
C -1.79847 0.68000 2.15025
C -3.19714 0.71083 2.16375
C -3.90840 1.77183 1.57317
C -3.24047 2.83120 0.94580
H 0.65206 -0.64470 1.56686
H 2.36324 -1.79195 2.98699
H 4.10400 -0.44065 4.17101
H 4.17805 2.04509 3.86410
H 2.40145 3.16742 2.56704
H -2.04796 5.43123 -0.31513
H -0.02028 6.92163 -0.58672
H 2.25410 5.99993 -0.19092
H 2.54128 3.60254 0.48669
H -1.23755 -0.14676 2.57883
H -3.74633 -0.10825 2.63192
H -4.99803 1.78340 1.62432
H -3.75461 3.66313 0.46621
*
```

=====

Density functional theory data (ωB97M-V/def2-TZVPD) for a 2-piece molecular cluster, C32H31N3O4 overall in a non-equilibrium geometry.

Summary:
E_HOMO: -5.4 eV
LUMO level: -1.88 eV
Relative energy (zero: lowest compared OMol25 entry of this formula, charge and spin): 168.7 kJ/mol
Orbital gap: 3.5535 eV

Structure (ORCA input):
```
! wB97M-V def2-TZVPD RIJCOSX def2/J DEFGRID3
* xyz 0 1
C 4.32622 0.02214 -3.47309
C 3.36791 -0.92140 -2.79056
O 2.03863 -0.42477 -3.03926
C 1.06615 -1.19233 -2.46037
C -0.23970 -0.72579 -2.84546
C -1.40704 -1.44329 -2.60800
C -1.41316 -2.76836 -2.05441
C -2.59732 -3.35442 -1.66350
C -3.80646 -2.65420 -1.80582
C -4.99236 -3.18456 -1.23520
N -5.95904 -3.60593 -0.73022
C -3.84345 -1.43113 -2.50375
C -2.67078 -0.82963 -2.89967
O 1.35497 -2.11392 -1.68832
H 5.32031 -0.04798 -3.02305
H 4.43345 -0.27014 -4.52470
H 3.98701 1.06349 -3.42349
H 3.45082 -1.93556 -3.20372
H 3.54617 -0.98072 -1.71031
H -0.28075 0.22303 -3.36747
H -0.46494 -3.27280 -1.88913
H -2.60759 -4.35150 -1.21786
H -4.80437 -0.96188 -2.72180
H -2.66197 0.13397 -3.41704
C -5.82193 -2.58802 2.05327
O -4.49538 -2.30790 1.53985
C -4.04119 -1.03291 1.58322
C -2.65385 -0.85189 1.33385
C -2.19956 0.42477 1.11339
C -3.09086 1.52421 1.19509
C -4.43381 1.37389 1.52522
C -4.90708 0.08236 1.75627
N -2.35459 2.68491 0.94614
C -2.86842 4.04037 0.95305
C -1.04766 2.36761 0.71173
C -0.87633 0.96683 0.79913
C 0.30591 0.22825 0.66821
C 1.55784 0.81313 0.35930
C 1.79316 1.82107 -0.59071
N 3.10458 2.19968 -0.54144
C 3.67916 3.25777 -1.34688
C 3.77795 1.45706 0.42349
C 2.84744 0.57303 1.02456
C 3.23916 -0.17557 2.12066
C 4.56973 -0.02144 2.60038
O 5.05189 -0.64423 3.70592
C 4.19771 -1.51914 4.47344
C 5.49127 0.84585 1.94639
C 5.08949 1.61152 0.86584
H -5.80904 -3.66474 2.21628
H -6.01032 -2.04699 2.99170
H -6.57799 -2.34555 1.29644
H -1.97988 -1.70196 1.25807
H -5.09449 2.23307 1.61085
H -5.94921 -0.09183 2.02475
H -3.94638 4.01726 1.13720
H -2.36687 4.63263 1.73187
H -2.66433 4.52205 -0.01259
H -0.29924 3.12735 0.52787
H 0.25540 -0.84309 0.85206
H 1.07198 2.28938 -1.25553
H 4.71486 3.42000 -1.03888
H 3.65929 2.98469 -2.41023
H 3.10049 4.18319 -1.21764
H 2.52083 -0.83666 2.60759
H 4.86214 -1.88317 5.25738
H 3.35549 -0.96443 4.91140
H 3.83416 -2.35450 3.85865
H 6.49913 0.90684 2.34401
H 5.76664 2.31294 0.38557
*
```

=====

Density functional theory data (ωB97M-V/def2-TZVPD) for C32H31N4O5SZr as an isolated structure.

Summary:
E_HOMO: -3.5 eV
LUMO level: 2.44 eV
Relative energy (zero: lowest compared OMol25 entry of this formula, charge and spin): 55.2 kJ/mol
Orbital gap: 5.9044 eV

Structure (ORCA input):
```
! wB97M-V def2-TZVPD RIJCOSX def2/J DEFGRID3
* xyz -1 1
Zr -0.38790 0.48600 -0.17264
N 3.32314 3.08646 -0.80431
C 2.46757 1.93153 -0.49683
S 0.87969 2.63714 0.12609
N 2.30908 1.23195 -1.76083
N 1.16200 0.64977 -1.89503
C 0.93809 -0.12076 -2.93983
C -0.37238 -0.60234 -3.33861
C -0.47154 -1.56725 -4.35105
C -1.69173 -2.01256 -4.83323
C -2.87092 -1.49215 -4.30901
C -2.80636 -0.54362 -3.29785
C -1.58143 -0.10386 -2.80449
O -1.55351 0.75996 -1.77746
H 3.68683 3.47884 0.05766
H 4.10882 2.75374 -1.35420
H 1.77738 -0.34254 -3.59434
H 0.44858 -1.96608 -4.76574
H -1.72171 -2.75731 -5.61959
H -3.83397 -1.82483 -4.67698
H -3.70170 -0.13154 -2.84886
C -0.38867 1.35200 3.36985
N 0.55578 0.57460 2.57040
C 0.62736 -0.78049 3.10840
C 1.86622 1.24202 2.68214
C 2.98345 0.67848 1.83123
C 3.86525 -0.17934 2.50328
C 4.97055 -0.74450 1.90006
C 5.21596 -0.45105 0.56512
C 4.35349 0.38546 -0.11428
C 3.23020 0.97846 0.48228
H -0.02622 1.45838 4.40516
H -1.35759 0.85847 3.38164
H -0.51177 2.34113 2.92867
H 0.87059 -0.76929 4.18380
H 1.38358 -1.35746 2.58087
H -0.33842 -1.27139 2.97626
H 2.18777 1.17793 3.73531
H 1.71080 2.29081 2.44917
H 3.66361 -0.39536 3.54709
H 5.62651 -1.39951 2.46030
H 6.06885 -0.87925 0.05154
H 4.52492 0.58151 -1.16427
C -2.39499 -3.51612 -1.10330
C -1.27173 -2.61475 -0.67536
O -1.57430 -1.46812 -0.32819
C 0.10419 -3.08594 -0.69500
C 0.41577 -4.37355 -1.16737
C 1.70128 -4.85444 -1.14162
C 2.71732 -4.04375 -0.61633
C 2.45114 -2.78110 -0.14905
C 1.14052 -2.26068 -0.19873
O 0.93462 -1.04695 0.22929
H -3.33446 -3.01994 -0.87620
H -2.34758 -4.49080 -0.61914
H -2.32542 -3.65899 -2.18557
H -0.37595 -4.99194 -1.56936
H 1.92638 -5.84251 -1.52009
H 3.73580 -4.41392 -0.58465
H 3.22964 -2.13983 0.24219
O -4.03405 0.36786 1.05566
C -3.23967 1.28763 1.07240
O -1.94494 1.15649 1.02448
C -3.70977 2.71692 1.20934
C -2.83802 3.78504 1.02918
C -3.30177 5.08761 1.14818
C -4.63394 5.32705 1.45606
C -5.50668 4.26147 1.63778
C -5.04541 2.96090 1.50886
H -1.80077 3.59114 0.78659
H -2.62054 5.91520 0.99609
H -4.99396 6.34451 1.55079
H -6.54720 4.44711 1.87501
H -5.70575 2.11225 1.63120
*
```

=====

Density functional theory data (ωB97M-V/def2-TZVPD) for C32H31N9O2S2V as an isolated structure.

Summary:
E_HOMO (spin up / spin down): -6.0 / -7.3 eV
LUMO level (spin up / spin down): 0.23 / -0.24 eV
Relative energy (zero: lowest compared OMol25 entry of this formula, charge and spin): 345.7 kJ/mol
Expectation value of S²: 3.780
Orbital gap (spin up / spin down): 6.2360 / 7.0385 eV

Structure (ORCA input):
```
! wB97M-V def2-TZVPD RIJCOSX def2/J DEFGRID3
* xyz 0 4
V 0.17174 0.13113 0.04713
N -3.30319 -0.39948 2.50085
C -2.30613 -0.58379 1.58208
S -2.22778 0.53076 0.24524
N -1.53564 -1.62553 1.73944
N -0.60315 -1.67374 0.72233
C -0.56724 -2.72291 -0.05328
C -1.38290 -3.94112 0.14060
C -1.42247 -4.57486 1.38230
C -2.18136 -5.71910 1.56205
C -2.92288 -6.23844 0.50896
C -2.90235 -5.60564 -0.72468
C -2.13508 -4.46506 -0.90886
C 0.24092 -2.52814 -1.25489
C 0.66446 -3.56482 -2.09053
C 1.44888 -3.27029 -3.18546
C 1.80116 -1.94390 -3.43424
C 1.35130 -0.96935 -2.57136
N 0.58037 -1.24590 -1.50896
H -3.68102 0.52922 2.55757
H -3.19899 -0.90251 3.36743
H -0.86739 -4.15179 2.20820
H -2.20257 -6.20252 2.53023
H -3.52163 -7.12850 0.65318
H -3.49126 -5.99412 -1.54550
H -2.13874 -3.96345 -1.86876
H 0.38358 -4.58269 -1.85817
H 1.79094 -4.06092 -3.84094
H 2.41362 -1.67282 -4.28242
H 1.60105 0.07841 -2.69534
N 2.50874 -2.37096 0.83016
C 3.36839 -1.41772 0.44854
S 2.91470 0.19227 0.31599
N 4.64339 -1.78199 0.16478
C 5.18053 -3.06935 -0.04855
C 6.52321 -3.27452 0.26157
C 7.11247 -4.50516 0.03198
C 6.36970 -5.55063 -0.50062
C 5.03899 -5.34068 -0.82360
C 4.44067 -4.10568 -0.61321
H 1.61005 -2.06124 1.17732
H 2.84123 -3.27936 1.11387
H 5.26503 -1.00041 0.03368
H 7.09940 -2.46396 0.69153
H 8.15603 -4.64944 0.27888
H 6.82805 -6.51510 -0.67167
H 4.45432 -6.13831 -1.26355
H 3.42029 -3.94092 -0.93408
C 1.34977 5.67416 1.20547
N 1.65050 4.35789 1.75482
N 1.08494 3.24710 1.13631
C 0.82682 2.28305 2.07410
O 0.40446 1.12839 1.86643
C 1.18075 2.86542 3.33940
C 1.63469 4.11858 3.10101
C 2.05587 5.17503 4.06131
C 1.12140 3.16065 -0.33024
C -0.14917 2.64109 -1.97736
C 0.64854 2.84677 -3.24395
C 1.93203 3.21781 -3.28175
C 2.81761 3.49907 -2.14309
C 2.50451 3.50420 -0.84659
H 1.51628 5.66747 0.13276
H 2.03866 6.38751 1.65231
H 0.31523 5.96409 1.39589
H 1.11197 2.35409 4.28318
H 2.09883 4.75938 5.06507
H 1.34643 6.00480 4.06530
H 3.03885 5.57227 3.80629
H -1.15227 2.26255 -2.19293
H 0.13430 2.68747 -4.18681
H 2.39265 3.32811 -4.25762
H 3.85043 3.70406 -2.40254
H 3.28404 3.68190 -0.11277
O -0.88177 4.63610 -0.64581
C -0.09401 3.81196 -1.01880
N 0.57159 1.94401 -0.89663
*
```